Entry 1:
Here is an isolated molecule of C21H24N2O5 from OMol25. Energies are from ωB97M-V/def2-TZVPD.

Summary:
Structure (SMILES) = COc1ccc(CCNC(=O)CCN2C(=O)COc3ccccc32)cc1OC
E_HOMO = -8.02 eV

Positions of all 52 atoms, in Å:
1 C 3.61448 -5.12028 -0.17866
2 O 3.19709 -4.01365 0.57787
3 C 1.85857 -3.77645 0.69150
4 C 0.86130 -4.51373 0.08081
5 C -0.47591 -4.17509 0.25239
6 C -0.83842 -3.10855 1.05235
7 C -2.28532 -2.71910 1.21941
8 C -2.51602 -1.24575 0.88443
9 N -1.90580 -0.92886 -0.39194
10 C -2.00280 0.29837 -0.92931
11 O -2.77062 1.15142 -0.52666
12 C -1.04271 0.55352 -2.08759
13 C 0.25984 1.12745 -1.50425
14 N -0.02165 2.27394 -0.66268
15 C -0.26063 2.03511 0.65118
16 O -0.04334 0.96003 1.17954
17 C -0.86037 3.19770 1.41675
18 O -0.37435 4.45985 1.02446
19 C -0.33316 4.64228 -0.32805
20 C -0.39057 5.93816 -0.81683
21 C -0.34088 6.17165 -2.17901
22 C -0.24441 5.10462 -3.05297
23 C -0.16872 3.80856 -2.57166
24 C -0.19755 3.55715 -1.20523
25 C 0.16339 -2.36864 1.68103
26 C 1.49988 -2.67436 1.50250
27 O 2.53432 -1.98573 2.05039
28 C 2.23591 -0.85686 2.84056
29 H 4.70101 -5.13191 -0.10768
30 H 3.21635 -6.05835 0.22315
31 H 3.32335 -5.02561 -1.23084
32 H 1.10799 -5.35773 -0.54339
33 H -1.23370 -4.76220 -0.24555
34 H -2.90079 -3.34240 0.56807
35 H -2.60346 -2.89254 2.24992
36 H -2.08194 -0.59878 1.65530
37 H -3.58349 -1.01899 0.82073
38 H -1.12899 -1.52127 -0.64741
39 H -0.82857 -0.36479 -2.63356
40 H -1.50574 1.27914 -2.75686
41 H 0.73526 0.37919 -0.86296
42 H 0.95882 1.41311 -2.29207
43 H -0.64236 3.08974 2.48083
44 H -1.95112 3.13668 1.26406
45 H -0.47418 6.74653 -0.10842
46 H -0.38814 7.18215 -2.55344
47 H -0.22013 5.27457 -4.11833
48 H -0.08039 2.99968 -3.27772
49 H -0.11581 -1.53067 2.29624
50 H 1.63346 -0.12699 2.29250
51 H 1.71212 -1.14242 3.75898
52 H 3.19888 -0.41889 3.09810

Force components x, y, z for each atom (eV/Å):
C 0.046 -0.191 -0.143
O -0.313 0.316 0.220
C 0.158 0.020 0.024
C 0.365 -0.017 -0.007
C -0.170 0.184 0.116
C -0.074 -0.344 -0.072
C 0.018 0.173 -0.035
C -0.187 0.121 0.072
N -0.072 -0.466 0.195
C 0.189 -0.260 -0.702
O -0.202 0.278 0.194
C -0.002 0.215 0.253
C 0.059 -0.269 -0.119
N 0.234 -0.059 -0.091
C 0.143 0.357 0.409
O -0.154 -0.081 0.145
C -0.381 -0.324 0.267
O 0.307 0.139 -0.233
C -0.118 0.133 -0.268
C 0.001 -0.240 0.126
C -0.008 -0.002 -0.018
C 0.025 0.036 -0.047
C -0.024 -0.007 0.058
C -0.056 0.394 0.150
C 0.234 0.002 0.023
C 0.173 0.013 0.023
O -0.052 -0.430 -0.295
C -0.095 0.284 0.124
H -0.073 -0.040 -0.036
H 0.003 0.040 -0.024
H -0.004 -0.011 0.050
H 0.094 -0.068 -0.050
H -0.102 -0.036 -0.042
H -0.011 -0.027 0.041
H -0.073 -0.006 -0.025
H -0.079 -0.028 -0.025
H 0.108 -0.028 0.099
H 0.010 0.143 -0.133
H 0.016 -0.013 -0.048
H -0.041 -0.090 0.021
H 0.000 0.142 -0.169
H -0.036 -0.028 0.081
H 0.002 -0.089 -0.218
H 0.158 0.004 0.022
H -0.025 0.091 0.103
H -0.010 0.096 -0.032
H 0.004 0.008 -0.090
H 0.010 -0.129 -0.028
H 0.016 0.188 0.082
H 0.050 -0.073 0.054
H 0.007 -0.002 -0.025
H -0.071 -0.015 0.026

natural (NBO) atomic charge list, values in e, 2 entries: -0.2496 -0.4835

Entry 2:
Here is a cluster of 2 separate species, C21H24N2O5 in total at a distorted geometry from OMol25. Energies are from ωB97M-V/def2-TZVPD.

Summary:
Structure (SMILES) = O=C(c1ccccc1)c1ccc(O)c(O)c1.CNC(=O)[C@@H]1CCCN1C(C)=O
E_HOMO = -8.79 eV

Positions of all 52 atoms, in Å:
1 O 1.37300 -0.36978 2.26740
2 C 1.45009 -1.54385 1.91116
3 C 2.79668 -2.16429 1.87582
4 C 3.92802 -1.36312 1.61735
5 C 5.21496 -1.91044 1.61108
6 C 5.39762 -3.26963 1.87376
7 C 4.28929 -4.07762 2.14422
8 C 2.99923 -3.53123 2.14890
9 C 0.19329 -2.22293 1.49668
10 C -1.04477 -1.74774 1.97740
11 C -2.25289 -2.32592 1.57249
12 C -2.25074 -3.39120 0.67298
13 O -3.43156 -3.95978 0.26626
14 C -1.03461 -3.87423 0.17881
15 O -1.06218 -4.91058 -0.70945
16 C 0.17440 -3.29652 0.58088
17 H 3.80661 -0.29932 1.42406
18 H 6.07216 -1.27528 1.40787
19 H 6.39750 -3.69544 1.87371
20 H 4.43031 -5.13315 2.35772
21 H 2.15686 -4.17659 2.38598
22 H -1.07094 -0.91008 2.67235
23 H -3.18646 -1.93316 1.96254
24 H -4.17947 -3.52434 0.70934
25 H -2.00159 -5.13791 -0.84436
26 H 1.09139 -3.68571 0.14896
27 C -3.13813 2.91370 -3.89485
28 N -2.24897 2.85350 -2.73488
29 C -0.95839 3.21728 -2.75012
30 O -0.42117 3.67253 -3.75470
31 C -0.13540 3.07237 -1.45581
32 C 0.76730 1.83424 -1.51753
33 C -0.07714 0.74352 -0.86064
34 C -0.82466 1.50469 0.23158
35 N -0.94699 2.87501 -0.24755
36 C -1.66906 3.80939 0.39908
37 C -1.61575 5.24952 -0.07772
38 O -2.37719 3.54103 1.36217
39 H -2.86093 3.75444 -4.53588
40 H -3.04781 1.99255 -4.47341
41 H -4.17323 3.03961 -3.57319
42 H -2.61885 2.49188 -1.86839
43 H 0.49167 3.95824 -1.35396
44 H 1.04348 1.56915 -2.53963
45 H 1.66267 2.00820 -0.91838
46 H -0.79099 0.34252 -1.58167
47 H 0.54313 -0.05294 -0.45215
48 H -1.80308 1.05552 0.40808
49 H -0.23958 1.49792 1.15290
50 H -2.00116 5.32031 -1.09210
51 H -2.22776 5.86029 0.58452
52 H -0.58823 5.60533 -0.03969

Force components x, y, z for each atom (eV/Å):
O 0.031 -0.605 -0.166
C -0.238 1.673 0.271
C 0.917 -0.959 -0.087
C 0.028 -0.194 0.050
C -0.519 -0.153 0.089
C -0.410 0.048 0.019
C -0.095 0.415 -0.025
C 0.334 0.192 -0.156
C -0.863 -0.909 -0.379
C 0.040 -0.062 -0.092
C 1.028 0.080 -0.017
C -0.194 0.929 0.800
O 0.210 -0.135 -0.106
C -0.164 0.050 -0.023
O -0.291 0.032 0.034
C -0.406 0.068 0.160
H -0.138 -0.228 0.051
H -0.145 -0.068 0.015
H -0.161 0.048 -0.008
H -0.053 0.147 -0.009
H 0.070 0.154 -0.076
H 0.140 -0.193 -0.161
H 0.011 -0.069 -0.043
H 0.457 -0.204 -0.217
H 0.508 -0.005 -0.037
H -0.097 0.024 0.069
C 0.440 0.010 0.050
N -0.796 -0.256 0.507
C 0.724 0.759 -0.742
O -0.051 -0.267 0.362
C -0.241 0.313 0.062
C -0.192 -0.282 -0.024
C -0.028 0.486 0.006
C -0.105 -0.603 0.481
N 0.649 -0.509 -1.044
C -0.843 0.815 0.768
C 0.188 -0.342 -0.060
O 0.236 -0.475 -0.068
H 0.053 -0.143 0.174
H -0.097 0.068 -0.099
H 0.167 -0.039 0.090
H 0.028 0.068 -0.078
H -0.216 0.151 -0.264
H 0.128 0.254 0.104
H 0.033 0.043 -0.120
H 0.074 -0.176 -0.022
H -0.206 -0.077 -0.041
H 0.013 0.148 0.271
H -0.200 -0.104 0.160
H 0.124 0.141 -0.183
H 0.043 -0.207 -0.042
H 0.071 0.148 -0.202

natural (NBO) atomic charge list, values in e, 2 entries: -0.5522 0.5268

Entry 3:
Here is an isolated molecule of C21H24N2O6S at a distorted geometry from OMol25. Energies are from ωB97M-V/def2-TZVPD.

Summary:
Structure (SMILES) = O=C(COC(=O)c1cccc(S(=O)(=O)N2CCOCC2)c1)NCCc1ccccc1
E_HOMO = -9.20 eV

Positions of all 54 atoms, in Å:
1 O -5.30992 -2.99125 -0.55389
2 C -4.35283 -2.29516 -0.30153
3 C -3.30507 -2.73530 0.72819
4 O -2.34152 -1.72583 0.99867
5 C -1.06647 -1.96597 0.64554
6 O -0.68870 -2.99318 0.14633
7 C -0.18600 -0.80366 0.93554
8 C -0.69758 0.44446 1.28222
9 C 0.15866 1.50533 1.52470
10 C 1.52871 1.32970 1.41809
11 C 2.02950 0.08715 1.07470
12 S 3.80545 -0.08977 0.90054
13 O 4.12955 -1.48682 0.86372
14 O 4.45116 0.74188 1.87192
15 N 3.98341 0.64811 -0.59875
16 C 5.17021 1.46589 -0.77157
17 C 6.37438 0.59429 -1.13449
18 O 6.10707 -0.17861 -2.28380
19 C 5.00265 -1.03320 -2.07724
20 C 3.74473 -0.23040 -1.72869
21 C 1.19343 -0.98064 0.83316
22 N -4.08925 -1.11523 -0.88883
23 C -4.99757 -0.46892 -1.80486
24 C -5.72364 0.70884 -1.13489
25 C -4.73544 1.70399 -0.59493
26 C -4.41625 1.72529 0.75720
27 C -3.48213 2.62175 1.24862
28 C -2.84609 3.50145 0.38948
29 C -3.15081 3.48233 -0.96124
30 C -4.08921 2.59065 -1.44855
31 H -2.80451 -3.63586 0.35395
32 H -3.81766 -2.97779 1.66300
33 H -1.76463 0.58335 1.36384
34 H -0.24634 2.46798 1.79498
35 H 2.22361 2.13184 1.60788
36 H 5.34344 1.98884 0.16786
37 H 4.96773 2.18555 -1.57103
38 H 7.24444 1.20735 -1.37501
39 H 6.60635 -0.06233 -0.28217
40 H 4.86523 -1.58302 -3.00966
41 H 5.21320 -1.73446 -1.25829
42 H 2.92622 -0.90082 -1.46807
43 H 3.44917 0.39434 -2.57803
44 H 1.60143 -1.94834 0.58441
45 H -3.32048 -0.56201 -0.54043
46 H -5.71876 -1.22346 -2.12479
47 H -4.43043 -0.11577 -2.67123
48 H -6.36999 1.18144 -1.87598
49 H -6.34656 0.32338 -0.32654
50 H -4.91084 1.04072 1.43207
51 H -3.25634 2.63684 2.30531
52 H -2.12264 4.20704 0.77022
53 H -2.66025 4.16893 -1.63526
54 H -4.33174 2.58705 -2.50172

Force components x, y, z for each atom (eV/Å):
O -0.275 -0.318 0.071
C 0.593 0.122 0.304
C -0.309 -0.635 -0.148
O -0.161 0.278 0.148
C 0.271 -0.257 -0.193
O -0.006 0.118 0.093
C 0.164 0.255 0.063
C 0.005 -0.279 -0.036
C 0.191 0.026 -0.014
C -0.111 0.139 0.084
C 0.477 -0.231 -0.038
S -0.520 0.328 -0.294
O -0.237 -0.041 -0.148
O -0.047 0.250 -0.055
N -0.085 -0.285 0.977
C 0.625 0.082 0.115
C -0.064 0.290 0.124
O 0.044 0.082 -0.171
C -0.288 -0.131 0.009
C 0.092 -0.441 -0.366
C -0.105 -0.197 -0.007
N 0.255 0.445 -0.123
C -0.291 -0.043 -0.051
C 0.174 -0.167 -0.138
C -0.163 0.000 0.028
C -0.025 0.001 -0.012
C 0.037 0.074 0.063
C 0.050 0.053 0.073
C 0.062 0.047 -0.074
C 0.003 -0.011 0.035
H -0.174 0.190 0.069
H 0.059 0.079 -0.148
H -0.050 0.008 -0.002
H -0.021 0.099 0.019
H 0.009 0.185 0.040
H 0.121 0.149 -0.149
H -0.010 -0.048 0.072
H -0.033 -0.022 0.115
H 0.065 0.053 -0.063
H -0.057 -0.017 0.091
H 0.002 0.038 -0.162
H -0.080 -0.060 -0.231
H -0.033 -0.070 0.079
H -0.004 -0.116 -0.046
H -0.056 -0.162 0.049
H 0.105 0.100 -0.064
H -0.103 -0.041 0.014
H -0.064 0.007 0.022
H -0.047 0.006 -0.030
H -0.073 -0.067 0.054
H 0.022 0.003 0.098
H 0.062 0.068 0.036
H 0.038 0.061 -0.056
H -0.030 0.002 -0.127

natural (NBO) atomic charge list, values in e, 2 entries: -0.6209 0.6543

Entry 4:
Here is an isolated molecule of C21H24N4O from OMol25. Energies are from ωB97M-V/def2-TZVPD.

Summary:
Structure (SMILES) = Cc1ccc2nc(C3CCN(C(=O)NCc4ccccc4)CC3)[nH]c2c1
E_HOMO = -8.05 eV

Positions of all 50 atoms, in Å:
1 C -4.58126 -1.95788 -0.33777
2 C -3.16397 -1.65735 0.04851
3 C -2.90858 -0.95847 1.23578
4 C -1.63329 -0.66735 1.66507
5 C -0.57497 -1.10431 0.87874
6 N 0.78270 -0.99808 1.06479
7 C 1.33598 -1.59405 0.04844
8 C 2.79696 -1.82975 -0.16370
9 C 3.60165 -1.41369 1.06960
10 C 3.45811 0.09563 1.32829
11 N 3.17435 0.79377 0.09743
12 C 2.20751 1.73511 -0.12877
13 O 2.19870 2.38781 -1.16038
14 N 1.31642 1.93729 0.89390
15 C 0.27063 2.92688 0.72562
16 C -1.01402 2.38777 0.14779
17 C -2.22885 2.61859 0.77734
18 C -3.40954 2.16222 0.21818
19 C -3.38638 1.45926 -0.97269
20 C -2.17726 1.21158 -1.59954
21 C -0.99938 1.67496 -1.04505
22 C 3.90548 0.27441 -1.03081
23 C 3.33212 -1.09978 -1.41717
24 N 0.41053 -2.09827 -0.82760
25 C -0.83010 -1.80489 -0.31891
26 C -2.11561 -2.08528 -0.74690
27 H -4.95018 -2.81419 0.22811
28 H -5.22639 -1.11052 -0.11730
29 H -4.65581 -2.19304 -1.39664
30 H -3.75079 -0.63711 1.83086
31 H -1.45626 -0.12687 2.58125
32 H 2.91815 -2.91058 -0.31537
33 H 3.24924 -1.96590 1.93987
34 H 4.64750 -1.67432 0.89930
35 H 4.39759 0.48668 1.74581
36 H 2.66779 0.27177 2.05213
37 H 1.04847 1.11119 1.41419
38 H 0.07840 3.38623 1.70072
39 H 0.67473 3.68646 0.04800
40 H -2.25269 3.17096 1.70657
41 H -4.34990 2.35877 0.71315
42 H -4.30713 1.10876 -1.41528
43 H -2.15553 0.66421 -2.53094
44 H -0.05852 1.50923 -1.54731
45 H 4.96238 0.18904 -0.75989
46 H 3.80942 0.98276 -1.85446
47 H 2.52241 -0.96651 -2.13659
48 H 4.11015 -1.69874 -1.89281
49 H 0.60449 -2.60093 -1.67716
50 H -2.29545 -2.62353 -1.66639

Force components x, y, z for each atom (eV/Å):
C 0.045 -0.053 0.053
C 0.094 -0.131 -0.078
C 0.007 -0.035 0.085
C 0.046 -0.120 -0.105
C -0.374 -0.487 -0.637
N 0.382 -0.007 0.302
C 0.081 -0.221 -0.047
C 0.185 -0.073 0.004
C -0.209 -0.002 -0.065
C 0.116 0.091 0.428
N 0.057 -0.136 -0.148
C 0.226 0.114 0.393
O -0.213 0.217 -0.424
N -0.141 -0.005 0.139
C 0.131 0.224 -0.052
C -0.020 0.068 0.095
C 0.119 0.093 -0.039
C -0.161 0.064 -0.058
C -0.130 0.094 0.004
C 0.026 0.019 -0.054
C 0.005 -0.006 -0.049
C -0.067 0.046 -0.377
C 0.137 0.076 0.067
N 0.115 0.021 -0.104
C -0.269 0.304 0.617
C -0.066 -0.066 -0.003
H -0.100 -0.036 -0.011
H -0.108 0.059 -0.023
H -0.072 -0.015 -0.079
H -0.102 0.071 0.052
H 0.025 0.079 0.123
H -0.030 0.115 0.031
H 0.076 -0.014 0.044
H 0.004 -0.032 0.015
H -0.092 -0.053 0.028
H 0.175 -0.021 -0.061
H 0.148 -0.016 -0.067
H -0.036 0.028 -0.142
H -0.080 -0.033 0.201
H 0.017 0.053 0.109
H -0.082 0.002 0.046
H -0.097 -0.052 -0.026
H 0.013 -0.054 -0.073
H 0.135 -0.026 -0.060
H -0.014 0.020 -0.020
H 0.133 -0.104 0.117
H 0.026 -0.004 -0.075
H -0.019 -0.039 -0.054
H 0.036 0.033 0.087
H -0.079 -0.052 -0.109

natural (NBO) atomic charge list, values in e, 2 entries: -0.6258 -0.0097

Q: Which energy above the lowest of the compared OMol25 structures with the same formula, charge and spin values were calculated for the entries above? A: 218.3 154.7 129.6 0.0, in kJ/mol.
Q: Which frontier orbital gap values were calculated for the entries above? A: 0.32024 0.31832 0.33385 0.31861, in Eh.
Q: Which total energy values were calculated for the entries above? A: -1300.35939 -1300.38359 -1773.78736 -1108.96688, in Eh.